(1)
Entry from the Open Molecules 2025 dataset: C31H50AsBF6N12PY as an isolated structure (ωB97M-V/def2-TZVPD).

```
103
Properties=species:S:1:pos:R:3:forces:R:3
Y 1.397370 -1.476355 -1.132568 0.49 -0.39 -0.21
C 0.379076 -3.304658 2.071151 0.01 0.04 0.01
C 1.220066 -2.079595 2.221868 -0.03 -0.04 0.02
C 1.657399 -1.457622 3.388865 -0.01 -0.01 0.01
C 2.461795 -0.417819 2.964889 -0.02 0.01 0.01
N 2.484270 -0.399412 1.622193 -0.02 -0.04 0.12
N 1.720770 -1.433892 1.159998 -0.04 0.18 -0.26
B 3.455812 0.500451 0.755470 -0.03 0.09 0.06
N 4.341348 -0.380548 -0.134805 0.11 0.06 -0.02
C 5.679508 -0.441398 -0.248127 -0.08 -0.02 0.05
C 5.991267 -1.229365 -1.332037 0.05 -0.02 -0.06
C 4.767985 -1.632585 -1.865246 -0.01 0.00 0.02
C 4.525935 -2.525499 -3.036019 0.00 0.00 0.05
N 3.767253 -1.110671 -1.142449 -0.27 -0.02 0.08
N 2.638354 1.431754 -0.219385 0.00 0.05 0.01
C 2.931888 2.695715 -0.561480 0.06 -0.05 0.01
C 2.157452 3.058539 -1.643040 -0.03 0.02 -0.04
C 1.409099 1.922652 -1.946841 0.02 -0.01 -0.01
C 0.462227 1.733995 -3.087574 0.05 0.00 0.03
N 1.705936 0.937957 -1.083704 -0.12 -0.13 0.01
N 4.202737 1.371012 1.735294 -0.04 0.08 -0.08
C 3.719976 2.444880 2.430762 0.00 -0.14 -0.04
C 4.533275 2.649620 3.506519 0.06 0.06 0.07
C 5.518771 1.632972 3.420032 -0.05 -0.02 -0.01
C 6.663335 1.373456 4.343357 -0.03 0.00 -0.01
N 5.297520 0.866428 2.368593 0.03 -0.01 0.03
H -0.260467 -3.436876 2.942263 0.01 0.00 0.00
H 1.008734 -4.191701 1.988305 0.01 0.00 -0.02
H -0.244561 -3.262484 1.177567 -0.02 -0.01 0.00
H 1.452104 -1.751653 4.404093 0.01 0.00 -0.01
H 3.033857 0.289497 3.543292 0.00 -0.01 -0.01
H 6.302839 0.065487 0.466213 0.02 0.01 0.00
H 6.972564 -1.483104 -1.693515 -0.01 0.00 0.01
H 5.403455 -2.548934 -3.677700 0.01 0.02 0.01
H 3.680662 -2.191329 -3.637020 -0.01 0.00 -0.01
H 4.328542 -3.546249 -2.707955 0.00 -0.01 -0.01
H 3.688063 3.250898 -0.033801 0.01 0.00 0.01
H 2.160725 4.001696 -2.162822 0.00 -0.01 0.01
H 0.061311 2.692896 -3.413207 0.00 0.00 0.01
H -0.364465 1.080259 -2.813667 -0.04 -0.02 0.00
H 0.971138 1.292271 -3.947010 0.00 0.00 0.00
H 2.836869 2.977689 2.118071 -0.01 0.00 -0.02
H 4.456546 3.430387 4.244738 0.02 -0.01 -0.01
H 7.050255 2.304510 4.753444 0.01 0.00 -0.02
H 7.464963 0.857596 3.819636 0.00 0.00 0.00
H 6.351230 0.747248 5.180332 -0.01 0.01 0.00
N -0.813204 -0.725886 -1.166583 -0.16 0.10 0.14
P -2.196921 -0.149606 -0.659891 0.13 -0.11 -0.06
N -3.071014 -1.038382 0.368536 0.02 0.03 0.04
C -4.020013 -2.036943 -0.198299 -0.09 -0.03 0.04
C -5.373244 -1.949536 0.492956 0.04 0.01 0.02
C -5.219942 -2.099588 2.003173 0.02 0.01 0.00
C -4.220536 -1.080527 2.541604 -0.01 -0.01 -0.05
C -2.879756 -1.189049 1.825648 -0.01 0.00 0.03
N -1.596521 1.245396 0.248263 -0.01 -0.01 0.05
C -1.937427 2.596508 -0.158184 0.05 0.16 0.05
C -1.093809 3.643304 0.539984 0.01 -0.06 0.04
C -1.193612 3.456555 2.055372 0.01 -0.03 -0.02
C -0.800110 2.022857 2.461949 -0.02 0.03 -0.02
C -0.553636 1.120316 1.239987 0.06 0.03 0.08
N -3.144364 0.428909 -1.829963 -0.10 0.03 0.01
C -2.995343 -0.018985 -3.247894 -0.05 0.06 -0.03
C -3.658268 0.996408 -4.162464 0.02 -0.01 0.02
C -5.172926 1.085300 -3.899321 -0.01 0.04 0.01
C -5.516356 0.655180 -2.467747 0.04 -0.03 0.00
C -4.426920 1.120953 -1.514596 -0.01 -0.04 -0.13
H -3.582776 -3.028807 -0.054084 0.03 0.00 0.02
H -4.110582 -1.876912 -1.270620 0.01 0.03 -0.04
H -6.017250 -2.731051 0.088009 0.00 -0.01 0.00
H -5.847180 -0.992376 0.257157 0.01 0.01 -0.01
H -4.870393 -3.110589 2.233796 0.00 0.00 0.01
H -6.182991 -1.979559 2.497552 -0.01 0.00 -0.01
H -4.053069 -1.225966 3.609590 0.00 -0.01 0.00
H -4.611328 -0.065446 2.413145 -0.01 -0.01 0.00
H -2.419030 -2.161041 2.022357 0.00 -0.03 -0.04
H -2.206583 -0.421061 2.192287 0.01 0.00 0.00
H -3.001234 2.733928 0.087606 0.01 -0.01 -0.02
H -1.879018 2.645810 -1.252549 -0.01 -0.05 0.00
H -1.458035 4.626014 0.243486 -0.01 0.00 -0.01
H -0.057110 3.573043 0.196431 0.00 0.02 0.01
H -2.219772 3.663824 2.364408 0.01 -0.01 0.01
H -0.565424 4.184795 2.564081 0.01 0.00 -0.01
H -1.560642 1.573539 3.101772 -0.02 -0.02 -0.03
H 0.130854 2.008302 3.028483 0.02 -0.01 0.00
H -0.389996 0.074611 1.488667 0.00 0.01 0.02
H 0.370244 1.463470 0.746910 -0.07 0.01 -0.05
H -3.463247 -0.998882 -3.375605 -0.01 0.00 0.04
H -1.940451 -0.134946 -3.471858 0.05 0.00 0.01
H -3.459535 0.709651 -5.194470 -0.01 0.02 -0.01
H -3.179155 1.968437 -4.014690 0.00 0.00 0.01
H -5.722182 0.469125 -4.609933 0.01 -0.03 0.01
H -5.506176 2.111584 -4.056819 -0.01 -0.01 -0.03
H -5.616461 -0.431229 -2.397718 -0.01 0.01 0.00
H -6.471988 1.074056 -2.154075 0.00 0.02 0.00
H -4.690125 0.928944 -0.474339 0.01 -0.04 0.04
H -4.290022 2.199898 -1.632499 0.00 -0.01 -0.02
F 1.297292 -2.845174 -3.003766 -0.09 -0.01 0.04
As 1.034622 -4.470794 -2.151306 0.00 0.43 0.19
F 2.297043 -5.134076 -3.035238 0.12 -0.05 -0.10
F 2.197175 -3.711756 -0.995416 0.00 -0.11 -0.04
F 0.794030 -5.778863 -1.126132 -0.02 -0.10 0.11
F -0.124207 -3.462731 -1.198765 0.04 0.18 -0.01
F -0.186137 -4.839048 -3.245399 -0.10 -0.03 -0.14
```
Positions in Å, forces in eV/Å.

The value obtained for the total energy is -5107.71758 a.u. As for the LUMO energy (spin up / spin down): -8.2 / -9.0 eV. For the energy relative to the best compared isomer or geometry (same formula, charge and spin), the calculation gives 0.0 kJ/mol. The value obtained for the frontier orbital gap (spin up / spin down) is 5.4 / 4.6 eV. The charge is +2.

Atom charges from the Löwdin analysis, given in e for atoms 1 to 5:
1. Y 1.5546
2. C -0.0129
3. C -0.3292
4. C 0.0195
5. C -0.0239

(2)
Entry from the Open Molecules 2025 dataset: a 3-piece molecular cluster, C31H50BF16NO8Si overall at a distorted geometry (ωB97M-V/def2-TZVPD).

```
108
Properties=species:S:1:pos:R:3:forces:R:3
C -3.068268 -1.832861 -0.167610 0.24 0.25 -2.32
C -3.126251 -1.840806 -1.669347 0.15 0.22 1.32
C -2.580128 -0.618778 -2.625114 -1.58 1.37 -3.89
O -3.455236 -0.047597 -3.459796 5.13 -3.65 5.24
O -1.181455 -0.123892 -2.670042 -3.79 -0.58 1.54
C -0.885142 0.567105 -1.405269 0.81 0.79 1.52
C -0.028424 1.939178 -1.729730 0.78 -0.34 0.20
C 1.565383 1.541374 -1.625530 -0.54 -0.59 1.05
C 1.942750 1.509198 -0.028566 0.90 0.78 -0.71
C 3.602290 1.438144 0.164209 -1.40 0.55 0.28
C 3.833322 1.588183 1.797792 0.10 1.27 -1.46
Si 4.704732 0.125819 2.660028 -1.83 0.50 2.34
C 4.878381 0.641345 4.555270 1.02 -0.57 0.68
C 4.908619 2.233597 4.836892 0.24 -0.23 2.14
C 3.549132 2.658114 5.711652 0.44 1.37 -0.31
C 2.236929 2.970011 4.788299 -2.46 4.90 -1.74
O 1.879670 4.195232 4.342548 2.53 -7.88 2.96
O 1.343015 1.834838 4.468341 0.91 2.60 1.23
C 0.044840 1.952832 5.165253 -1.07 -0.77 1.35
C 0.265560 1.272380 6.658763 -0.40 0.32 -0.21
N 3.838790 -1.416125 2.772935 0.26 0.49 -0.99
C 3.104449 -1.899635 1.584429 -0.95 -3.08 -0.69
C 1.547416 -2.417843 1.920398 0.23 0.58 0.35
C 0.969048 -1.847997 3.345302 -1.28 -1.08 0.07
C -0.575588 -2.471770 3.492474 0.12 -0.33 -0.63
B 6.526001 0.072465 2.036976 4.49 0.38 -1.20
O 7.334557 1.279248 2.448288 -1.50 -1.36 -2.16
O 7.263973 -0.929718 1.301561 -2.41 1.18 1.24
C 6.516046 -2.042630 0.753352 0.76 -1.85 -2.17
C 5.832189 -1.636540 -0.708077 -0.09 -0.59 -0.51
H -4.037676 -1.481981 0.417262 1.77 -2.42 -1.04
H -2.075879 -2.183989 0.346970 -1.55 2.44 -0.65
H -3.635005 -2.768496 -2.188284 -0.48 3.11 0.69
H -1.849252 0.820270 -0.785239 1.69 -0.46 -1.42
H -0.242148 -0.177374 -0.730866 -1.26 1.67 -1.41
H -0.288230 2.362372 -2.789147 0.27 -0.97 2.05
H -0.227759 2.786977 -0.916850 0.21 -1.95 -1.79
H 1.711413 0.440425 -2.025632 -0.21 2.25 0.50
H 2.291051 2.268198 -2.187017 -1.52 -1.31 1.04
H 1.388643 0.650960 0.543495 1.17 1.43 -1.09
H 1.575474 2.525037 0.475923 0.87 -2.12 -1.08
H 4.060879 2.355557 -0.435228 -0.96 -1.89 1.38
H 4.074758 0.475671 -0.300262 -1.02 1.70 0.91
H 4.556079 2.536042 1.885475 -1.63 -2.08 0.27
H 2.807415 1.818822 2.310953 1.93 -0.27 -0.94
H 4.070890 0.078416 5.220370 1.53 1.35 -1.47
H 5.925373 0.191316 4.908216 -2.13 0.94 -0.63
H 5.804797 2.428559 5.606035 -2.00 -0.29 -1.71
H 5.118510 2.939063 3.934564 -0.72 -1.46 1.61
H 3.302304 1.889622 6.560622 0.40 1.23 -1.99
H 3.851613 3.669817 6.262879 -1.06 -2.00 -1.38
H -0.795882 1.315694 4.623157 2.18 1.35 0.68
H -0.336753 3.057305 5.247024 0.98 -2.09 -0.32
H -0.708923 0.675595 6.996579 2.13 1.46 -0.65
H 0.514657 2.136363 7.438328 -0.46 -2.08 -1.55
H 1.150197 0.504337 6.564164 -1.75 1.57 0.28
H 4.377938 -2.144022 3.298442 -0.98 0.82 -0.89
H 3.649246 -2.891951 1.200650 -1.13 2.11 0.43
H 3.014127 -1.208321 0.656617 0.50 -0.70 2.02
H 1.489437 -3.602892 1.940135 0.15 2.51 -0.02
H 0.857957 -2.033405 1.048034 1.17 -0.82 1.67
H 1.573225 -2.295279 4.261096 -0.99 1.30 -2.08
H 0.866116 -0.679201 3.404931 0.69 -2.33 -0.17
H -1.390546 -1.628056 3.481911 1.57 -1.66 0.17
H -0.679546 -3.144158 4.450025 0.10 1.46 -1.85
H -0.786904 -3.171092 2.549636 0.35 1.45 2.07
H 7.544767 1.842633 1.649042 -0.08 -1.09 1.30
H 7.329113 -2.870051 0.455787 -1.65 1.92 0.87
H 5.789973 -2.605468 1.476166 1.20 1.59 -1.22
H 6.166131 -0.579518 -1.085496 -0.48 -2.00 0.96
H 4.664052 -1.666816 -0.709154 2.21 0.07 0.17
H 6.179380 -2.421188 -1.537403 -0.73 1.72 1.87
F -2.989433 -5.500998 -4.696141 0.38 -0.33 0.04
C -1.961886 -6.142101 -5.293195 0.05 -0.71 0.78
F -1.131439 -6.544455 -4.294015 0.15 0.13 -0.30
C -1.217082 -5.254939 -6.285438 0.46 1.00 -0.18
F -0.628611 -4.198665 -5.661822 -0.28 -0.44 0.01
F -0.189679 -5.986051 -6.822052 -0.51 -0.24 0.16
C -2.065015 -4.738906 -7.458309 0.17 0.20 -1.10
O -2.596699 -3.417989 -7.320519 -1.08 -0.46 1.50
C -3.816738 -3.324355 -6.586949 0.50 -0.81 -1.82
F -4.317633 -4.568122 -6.395724 -0.39 0.78 0.04
F -4.695647 -2.691543 -7.411325 0.38 0.07 0.71
C -3.668684 -2.531067 -5.282913 0.02 0.70 0.65
F -2.737838 -3.082498 -4.463094 -0.12 0.20 -0.39
F -4.835485 -2.512308 -4.585681 0.10 -0.28 -0.57
H -2.350371 -7.040812 -5.781105 0.05 0.08 -0.16
H -1.389383 -4.667542 -8.319954 0.02 0.12 0.36
H -2.830541 -5.458446 -7.772353 0.13 0.11 0.37
H -3.370367 -1.497856 -5.483283 -0.07 -0.13 -0.17
F -4.559784 2.671915 -0.719986 0.41 0.05 -0.18
C -4.034202 3.158169 -1.864826 0.78 -0.61 -0.09
F -2.712603 3.365755 -1.619520 -0.15 0.29 -0.15
C -4.706432 4.451783 -2.313158 -0.31 0.92 0.30
F -4.511213 5.450899 -1.410624 0.06 -0.42 -0.13
F -4.095847 4.871230 -3.466104 -0.08 -0.55 0.16
C -6.208230 4.332047 -2.615108 -0.66 0.41 -0.82
O -7.097101 4.727687 -1.566361 0.54 -1.37 1.29
C -7.363415 3.729338 -0.582611 -0.45 0.16 -2.16
F -6.887184 2.538187 -1.017099 -0.61 0.26 0.69
F -8.717691 3.598302 -0.546690 0.59 0.21 0.48
C -6.844186 4.110527 0.809091 0.48 0.30 0.82
F -5.505070 4.332713 0.801507 -0.63 0.09 -0.08
F -7.065427 3.112306 1.704924 -0.22 0.03 -0.48
H -4.109143 2.386127 -2.636185 -0.09 0.07 -0.10
H -6.417706 5.041020 -3.425959 0.18 0.02 0.33
H -6.476489 3.354443 -3.033106 0.26 0.10 0.30
H -7.333364 5.017542 1.176099 -0.11 -0.08 -0.23
```
Positions in Å, forces in eV/Å.

The value obtained for the total energy is -3779.62387 a.u. As for the LUMO energy: -1.5 eV. The value obtained for the frontier orbital gap is 6.8 eV. The charge is 0.

Atom charges from the Löwdin analysis, given in e for atoms 1 to 5:
1. C 0.0096
2. C -0.0382
3. C -0.2528
4. O -0.0161
5. O -0.0997